{
  "formula": "C5H16N3",
  "method": "ωB97M-V/def2-TZVPD",
  "molar_mass_g_mol": 118.2,
  "e_tot_ev": -9909.2722,
  "total_charge": 1,
  "spin_multiplicity": 1,
  "symbols": ["C", "C", "C", "N", "H", "H", "H", "H", "H", "H", "H", "H", "H", "H", "C", "N", "C", "N", "H", "H", "H", "H", "H", "H"],
  "xyz": [[-2.01, -0.41, 0.29], [-2.04, 0.24, -1.09], [-2.88, -0.62, -2.03], [-1.25, 0.43, 1.26], [-3.02, -0.57, 0.65], [-1.51, -1.37, 0.23], [-1.02, 0.32, -1.47], [-2.46, 1.24, -1.03], [-2.43, -1.60, -2.18], [-3.88, -0.74, -1.64], [-2.96, -0.15, -3.01], [-0.15, 0.50, 0.95], [-1.67, 1.37, 1.30], [-1.26, 0.06, 2.21], [2.01, 1.46, -0.14], [3.20, -0.98, 0.43], [1.94, -0.69, 0.80], [1.32, 0.40, 0.59], [2.87, 1.83, 0.43], [1.34, 2.29, -0.29], [2.36, 1.11, -1.11], [3.62, -1.86, 0.66], [3.78, -0.28, 0.00], [1.44, -1.49, 1.34]]
}

=====

{
  "formula": "C5H16N3",
  "method": "ωB97M-V/def2-TZVPD",
  "molar_mass_g_mol": 118.2,
  "e_tot_ev": -9907.1192,
  "total_charge": 1,
  "spin_multiplicity": 1,
  "symbols": ["C", "C", "N", "N", "N", "H", "H", "H", "H", "H", "H", "H", "H", "C", "C", "C", "H", "H", "H", "H", "H", "H", "H", "H"],
  "xyz": [[-0.56, 2.17, -1.19], [1.51, 1.29, -0.03], [0.24, 1.77, 0.00], [2.24, 1.17, -1.12], [1.97, 0.89, 1.22], [-0.24, 1.77, 0.92], [1.85, 1.62, -2.08], [2.91, 0.44, -1.22], [1.29, 1.14, 2.09], [2.90, 1.06, 1.51], [-0.88, 1.27, -1.73], [0.08, 2.71, -2.00], [-1.18, 2.86, -0.70], [-1.14, -1.33, 0.78], [-2.17, -1.37, -0.38], [-0.20, -2.64, 0.81], [-1.50, -1.27, 1.80], [-0.47, -0.45, 0.87], [-1.81, -2.23, -1.01], [-3.07, -1.43, 0.00], [-0.79, -3.56, 1.01], [0.74, -2.77, 1.55], [-2.12, -0.45, -0.93], [0.39, -2.65, -0.16]]
}

=====

For reference, ΔE to the lowest compared entry with this formula, charge and spin by record: 10.2 59.9 kcal/mol.